Molecular formula: C23H36N4O3
Method: DFT, the ωB97M-V functional and the def2-TZVPD basis

Structure (XYZ):
```
66
Properties=species:S:1:pos:R:3:mulliken_charge:R:1
C -1.57 7.27 -3.62 -1.025
O -0.94 6.26 -2.87 -0.368
C 0.29 5.82 -3.27 0.511
C 0.90 6.24 -4.44 -0.433
C 2.18 5.81 -4.78 -0.734
C 2.85 4.94 -3.94 -1.081
C 2.24 4.50 -2.78 -0.368
C 0.95 4.90 -2.42 1.059
N 0.36 4.52 -1.22 0.133
C 1.14 3.89 -0.18 -1.541
C 1.15 2.36 -0.31 -0.326
N -0.22 1.86 -0.26 0.259
C -0.25 0.41 -0.13 0.542
C -1.54 -0.25 -0.61 -0.972
C -1.50 -1.75 -0.32 -0.953
C -1.27 -2.00 1.18 -0.412
N -0.05 -1.35 1.59 0.361
C 1.13 -1.93 1.90 0.632
O 2.14 -1.28 2.10 -0.689
C 1.13 -3.44 2.07 -0.669
C 0.43 -3.85 3.38 -0.788
N -0.08 -5.20 3.41 -0.136
C 0.91 -6.25 3.20 -0.612
C 0.22 -7.60 3.42 -0.776
C -0.96 -7.72 2.46 -0.678
C -1.84 -6.47 2.60 -0.490
O -1.09 -5.30 2.38 -0.061
C -0.08 0.08 1.37 -1.619
C -0.96 2.44 -1.37 -0.499
C -0.98 3.97 -1.22 -1.184
H -0.95 8.17 -3.69 0.379
H -2.49 7.51 -3.07 0.249
H -1.84 6.93 -4.62 0.387
H 0.40 6.93 -5.10 0.385
H 2.63 6.15 -5.70 0.380
H 3.84 4.60 -4.19 0.375
H 2.78 3.81 -2.15 0.297
H 2.15 4.29 -0.18 0.590
H 0.66 4.14 0.77 0.389
H 1.72 1.94 0.52 0.425
H 1.64 2.07 -1.25 0.330
H 0.60 -0.05 -0.68 0.030
H -1.66 -0.11 -1.69 0.485
H -2.39 0.19 -0.10 0.357
H -2.43 -2.22 -0.63 0.425
H -0.69 -2.21 -0.88 0.297
H -1.25 -3.07 1.39 0.321
H -2.10 -1.56 1.74 0.170
H 2.17 -3.76 2.08 0.471
H 0.63 -3.92 1.23 0.424
H -0.42 -3.20 3.57 0.472
H 1.12 -3.75 4.22 0.329
H 1.70 -6.10 3.93 0.372
H 1.34 -6.21 2.18 0.330
H 0.93 -8.41 3.26 0.359
H -0.15 -7.64 4.45 0.344
H -1.55 -8.61 2.67 0.359
H -0.60 -7.78 1.43 0.287
H -2.63 -6.45 1.85 0.297
H -2.29 -6.45 3.60 0.359
H 0.85 0.49 1.76 0.593
H -0.92 0.51 1.92 0.047
H -1.99 2.09 -1.35 0.605
H -0.51 2.19 -2.35 0.204
H -1.57 4.41 -2.01 0.476
H -1.44 4.22 -0.25 0.320
```

Largest force on an atom (eV Å⁻¹): 0.85
E_tot (eV): -36536.63295
Energy above the lowest of the compared OMol25 structures with the same formula, charge and spin (kcal per mole): 86.5
SMILES: COc1ccccc1N1CCN([C@@H]2CCCN(C(=O)CCN3CCCCO3)C2)CC1
Gap between HOMO and LUMO (eV): 8.203
Net charge: 0
E_HOMO (eV): -7.35